Entry 1:
Molecular formula: C14H28NO2
Method: DFT, ωB97M-V with the def2-TZVPD basis set

The geometry in XYZ format:
```
45
Properties=species:S:1:pos:R:3:lowdin_charge:R:1
O -0.6885 0.1453 1.3296 -0.0182
C 0.0614 0.4448 0.1745 -0.3214
C -0.8814 1.0442 -0.8992 -0.1454
O -2.1210 0.3909 -0.8222 -0.1193
C -2.4675 -0.5596 -1.8387 -0.3202
C -2.6781 0.0913 -3.2054 -0.1399
C -3.2200 -0.9427 -4.1896 -0.1892
C -2.2641 -2.1265 -4.3033 -0.1998
C -2.0321 -2.7606 -2.9352 -0.1891
C -1.4885 -1.7284 -1.9486 -0.1482
C 1.1667 1.4308 0.6000 -0.0510
N 1.6013 1.0773 1.9694 -0.1158
C 2.0944 2.2269 2.7598 -0.1096
C 2.3114 1.8115 4.2097 -0.1571
C 3.3028 0.6551 4.2903 -0.1845
C 2.8090 -0.5008 3.4263 -0.1542
C 2.5842 -0.0313 1.9949 -0.1069
H -1.6122 0.0441 1.0322 0.1190
H 0.5071 -0.4843 -0.2112 0.1404
H -1.0697 2.0982 -0.6634 0.1411
H -0.4255 0.9819 -1.8881 0.1335
H -3.4308 -0.9352 -1.4762 0.1639
H -1.7326 0.4856 -3.5859 0.1160
H -3.3756 0.9241 -3.1033 0.1259
H -3.3565 -0.4778 -5.1665 0.1152
H -4.1950 -1.2933 -3.8462 0.1195
H -2.6762 -2.8691 -4.9869 0.1137
H -1.3107 -1.7875 -4.7152 0.1166
H -1.3267 -3.5885 -3.0213 0.1142
H -2.9738 -3.1607 -2.5553 0.1200
H -1.3485 -2.1880 -0.9669 0.1218
H -0.5194 -1.3701 -2.3068 0.1177
H 2.0124 1.4112 -0.0870 0.1528
H 0.7519 2.4410 0.6229 0.1393
H 0.7272 0.7231 2.4073 0.1681
H 1.3617 3.0340 2.7044 0.1409
H 3.0310 2.5711 2.3145 0.1482
H 2.6830 2.6690 4.7694 0.1275
H 1.3582 1.5148 4.6522 0.1271
H 3.4088 0.3287 5.3233 0.1220
H 4.2839 0.9835 3.9440 0.1230
H 3.5389 -1.3094 3.4218 0.1279
H 1.8764 -0.8984 3.8319 0.1284
H 2.2041 -0.8498 1.3830 0.1386
H 3.5184 0.3335 1.5611 0.1476
```

Properties
Net charge: +1
HOMO-LUMO gap, eV: 10.451
LUMO energy, eV: -2.213
HOMO, eV: -12.7
SMILES: O[C@@H](COC1CCCCC1)C[NH+]1CCCCC1
Energy, Eh: -755.27113
M, Da: 242.383

***

Entry 2:
Molecular formula: C14H28O2S
Method: DFT, ωB97M-V with the def2-TZVPD basis set

The geometry in XYZ format:
```
45
Properties=species:S:1:pos:R:3:lowdin_charge:R:1
C 7.7050 -0.6349 0.4545 -0.1651
C 6.4329 -1.3893 0.1223 -0.5149
S 5.3372 -0.4123 -0.9605 0.9630
C 4.4275 0.5102 0.2532 -0.7462
O 4.6115 0.3470 1.4277 0.0291
C 3.4475 1.4629 -0.3704 -0.1982
C 2.0389 1.2392 0.1883 -0.1998
C 1.4832 -0.1208 -0.2287 -0.2118
C 0.0922 -0.4015 0.3397 -0.2151
C -1.0006 0.4763 -0.2671 -0.2244
C -2.3865 0.0910 0.2460 -0.2247
C -3.4797 0.9621 -0.3697 -0.2204
C -4.8730 0.6928 0.2010 -0.2177
C -5.4235 -0.6792 -0.1838 -0.2186
C -6.8290 -0.9359 0.3597 -0.1975
C -7.9075 -0.1044 -0.3368 -0.2889
O -9.2002 -0.3800 0.1504 -0.0695
H 8.2439 -0.3706 -0.4528 0.0660
H 7.4697 0.2754 1.0015 0.0697
H 8.3474 -1.2554 1.0759 0.0716
H 6.6384 -2.3114 -0.4192 0.0670
H 5.8530 -1.6010 1.0211 0.0708
H 3.4586 1.3415 -1.4545 0.0961
H 3.7775 2.4762 -0.1255 0.1275
H 1.3900 2.0363 -0.1760 0.1081
H 2.0782 1.2983 1.2776 0.1205
H 1.4478 -0.1794 -1.3193 0.1185
H 2.1667 -0.8986 0.1208 0.1103
H 0.1108 -0.2615 1.4228 0.1170
H -0.1558 -1.4483 0.1478 0.1122
H -0.8128 1.5238 -0.0252 0.1073
H -0.9795 0.3766 -1.3550 0.1196
H -2.4102 0.1977 1.3330 0.1202
H -2.5714 -0.9584 0.0104 0.1070
H -3.2294 2.0109 -0.1913 0.1111
H -3.4978 0.8086 -1.4513 0.1145
H -5.5496 1.4656 -0.1674 0.1034
H -4.8377 0.7736 1.2898 0.1167
H -4.7608 -1.4528 0.2074 0.1039
H -5.4366 -0.7711 -1.2727 0.1159
H -6.8563 -0.7247 1.4307 0.1173
H -7.0727 -1.9947 0.2237 0.1112
H -7.7573 0.9604 -0.1516 0.1134
H -7.8626 -0.2782 -1.4230 0.1209
H -9.3710 -1.3241 0.0572 0.0831
```

Properties
HOMO-LUMO gap, eV: 10.196
LUMO energy, eV: 0.793
HOMO, eV: -9.4
SMILES: CCSC(=O)CCCCCCCCCCCO
Energy, Eh: -1098.91898
M, Da: 260.443